No. 1
Below is an isolated ion of composition CH6N3 and charge +1, with properties calculated with wB97M-V/def2-TZVPD.

Geometry as XYZ:
```
10
Properties=species:S:1:pos:R:3
N -1.90 0.12 0.17
C -0.65 -0.17 -0.13
N 0.31 0.58 0.39
N 1.60 0.00 0.11
H -2.75 -0.33 -0.33
H -2.14 1.01 0.41
H -0.37 -0.96 -0.88
H 2.30 0.75 -0.26
H 1.53 -0.77 -0.58
H 2.07 -0.22 1.09
```

Properties
structure (SMILES): N/C=N/[NH3+]
net charge: +1


No. 2
Below is a 2-piece molecular cluster, C19H28N4O5 overall, with properties calculated with wB97M-V/def2-TZVPD.

Geometry as XYZ:
```
56
Properties=species:S:1:pos:R:3
C 3.73 3.71 -4.46
C 4.42 2.37 -4.14
C 3.64 1.53 -3.11
N 3.59 2.27 -1.82
C 2.37 2.54 -1.18
C 2.39 3.25 0.03
C 1.19 3.52 0.70
C -0.05 3.10 0.17
C -1.31 3.37 0.89
O -2.35 2.93 0.44
O -1.26 4.11 2.02
C -0.05 2.40 -1.05
C 1.15 2.12 -1.73
N 1.10 1.42 -2.94
C 2.24 1.12 -3.64
O 2.09 0.55 -4.72
H 3.63 4.33 -3.57
H 2.73 3.54 -4.88
H 4.32 4.26 -5.20
H 5.42 2.58 -3.75
H 4.53 1.80 -5.06
H 4.19 0.59 -2.95
H 4.42 2.78 -1.51
H 3.33 3.57 0.45
H 1.23 4.06 1.64
H -2.18 4.17 2.31
H -0.99 2.06 -1.48
H 0.22 1.15 -3.36
C -0.96 -5.71 3.51
N -1.43 -4.45 2.95
C -2.13 -4.32 1.82
O -2.44 -5.30 1.15
C -2.58 -2.92 1.36
N -2.92 -1.96 2.45
C -2.13 -1.46 3.39
C -2.76 -0.46 4.33
O -0.95 -1.75 3.51
C -1.55 -2.32 0.36
C -1.58 -3.07 -0.98
C -1.78 -0.84 0.04
H -0.65 -5.57 4.54
H -0.12 -6.08 2.92
H -1.76 -6.45 3.48
H -1.15 -3.59 3.41
H -3.49 -3.08 0.80
H -3.88 -1.63 2.45
H -3.09 0.41 3.76
H -2.02 -0.15 5.07
H -3.61 -0.91 4.83
H -0.55 -2.41 0.79
H -0.86 -2.63 -1.66
H -1.31 -4.11 -0.83
H -2.57 -3.02 -1.42
H -1.63 -0.22 0.93
H -2.79 -0.69 -0.34
H -1.07 -0.51 -0.71
```

Properties
structure (SMILES): CC[C@H]1Nc2ccc(C(=O)O)cc2NC1=O.CNC(=O)[C@@H](NC(C)=O)C(C)C


No. 3
Below is a 3-piece molecular cluster, C17H25BrClN2O6P overall, with properties calculated with wB97M-V/def2-TZVPD.

Geometry as XYZ:
```
53
Properties=species:S:1:pos:R:3
C 1.36 -2.15 2.88
C 2.75 -2.32 2.33
C 3.85 -2.65 3.12
C 5.10 -2.79 2.52
C 5.29 -2.58 1.16
C 4.19 -2.23 0.37
C 4.38 -1.98 -1.11
C 3.84 -0.68 -1.69
O 2.54 -0.21 -1.32
C 2.45 1.06 -1.78
O 1.53 1.76 -1.60
O 3.61 1.39 -2.45
C 4.62 0.63 -1.71
Br 6.26 0.55 -2.70
P 4.71 1.71 -0.14
O 6.04 2.55 -0.57
Cl 5.44 0.51 1.36
C 2.94 -2.13 0.96
H 0.66 -2.70 2.27
H 1.30 -2.47 3.92
H 1.08 -1.10 2.85
H 3.71 -2.79 4.18
H 5.95 -3.04 3.14
H 6.27 -2.69 0.72
H 5.42 -2.05 -1.41
H 3.87 -2.77 -1.64
H 3.77 -0.89 -2.76
H 6.35 2.99 0.24
H 2.08 -1.88 0.35
C -3.93 2.07 1.14
N -2.65 2.03 1.83
C -1.42 1.78 1.32
C -1.33 1.50 -0.17
O -0.43 1.78 2.04
H -4.38 3.06 1.26
H -4.61 1.34 1.56
H -3.81 1.87 0.08
H -2.64 2.21 2.83
H -0.29 1.33 -0.43
H -1.92 0.62 -0.42
H -1.70 2.36 -0.74
C -7.16 -0.72 -2.60
N -7.07 -0.23 -1.24
C -6.77 1.02 -0.81
C -6.48 2.07 -1.86
O -6.73 1.28 0.38
H -8.16 -1.10 -2.79
H -6.45 -1.53 -2.75
H -6.94 0.07 -3.31
H -7.25 -0.88 -0.48
H -6.26 3.01 -1.36
H -5.62 1.78 -2.47
H -7.34 2.21 -2.51
```

Properties
structure (SMILES): Cc1cccc(C[C@H]2OC(=O)O[C@@]2(Br)P(O)Cl)c1.CNC(C)=O.CNC(C)=O


No. 4
Below is C36H30As4CuF24Hg2N6O12 as an isolated structure, with properties calculated with wB97M-V/def2-TZVPD.

Geometry as XYZ:
```
115
Properties=species:S:1:pos:R:3
Hg 0.42 0.68 -4.17
Hg 4.41 -1.15 0.11
Cu 1.65 -1.10 3.05
As 0.67 0.53 -0.09
F 0.97 0.62 1.70
F 1.81 1.86 -0.38
F 0.44 0.44 -1.95
F -0.45 -0.80 0.25
F -0.72 1.62 0.16
F 2.05 -0.63 -0.21
As 2.86 -2.62 -3.30
F 1.87 -3.31 -4.59
F 1.51 -3.05 -2.18
F 3.79 -1.90 -1.95
F 4.26 -2.24 -4.42
F 2.05 -0.95 -3.60
F 3.62 -4.16 -2.90
As 0.78 4.86 -3.00
F 1.02 4.34 -1.33
F -1.02 4.91 -2.65
F 0.33 5.28 -4.71
F 2.56 4.81 -3.50
F 0.58 3.08 -3.50
F 0.95 6.67 -2.69
As 4.41 1.92 -2.63
F 5.10 0.58 -3.56
F 4.51 3.17 -3.95
F 3.71 3.39 -1.75
F 4.14 0.67 -1.28
F 6.02 2.35 -1.98
F 2.77 1.49 -3.37
C -6.67 0.67 -0.84
C -6.34 2.03 -0.81
C -5.08 2.39 -1.24
C -4.10 1.42 -1.68
C -4.38 0.04 -1.55
C -5.73 -0.28 -1.22
N -2.78 1.90 -2.00
O -2.45 2.95 -1.48
O -2.13 1.19 -2.79
H -7.62 0.35 -0.46
H -6.95 2.81 -0.40
H -4.68 3.34 -0.91
H -3.59 -0.70 -1.61
H -6.04 -1.31 -1.24
C 4.71 5.38 1.42
C 4.02 4.18 1.56
C 4.71 3.04 1.34
C 6.07 3.00 1.09
C 6.80 4.19 1.18
C 6.08 5.35 1.27
N 6.74 1.72 0.79
O 6.09 0.72 0.61
O 7.97 1.71 0.68
H 4.32 6.35 1.69
H 3.00 4.23 1.90
H 4.14 2.12 1.42
H 7.87 4.09 1.07
H 6.55 6.32 1.18
C -5.08 -0.20 3.28
C -4.99 -0.46 4.65
C -3.76 -0.74 5.12
C -2.66 -0.69 4.29
C -2.68 -0.42 2.94
C -3.97 -0.17 2.40
N -1.34 -1.15 4.82
O -1.33 -2.11 5.60
O -0.34 -0.54 4.51
H -6.10 0.01 2.97
H -5.69 -0.39 5.46
H -3.73 -0.71 6.20
H -1.74 -0.39 2.41
H -4.18 -0.07 1.34
C -0.24 3.00 4.04
C -1.17 2.66 4.95
C -2.54 3.15 4.87
C -2.90 3.96 3.71
C -1.85 4.35 2.85
C -0.55 3.90 2.92
N -4.27 4.51 3.64
O -4.42 5.27 2.73
O -5.08 3.99 4.38
H 0.71 2.50 3.96
H -0.89 1.85 5.61
H -3.22 2.68 5.56
H -2.01 5.06 2.05
H 0.12 4.07 2.09
C 1.44 -7.79 0.05
C 0.56 -7.29 0.98
C 0.71 -5.94 1.27
C 1.63 -5.13 0.67
C 2.46 -5.69 -0.35
C 2.43 -7.02 -0.63
N 1.76 -3.73 0.97
O 2.70 -3.10 0.52
O 1.17 -3.41 1.96
H 1.48 -8.85 -0.18
H -0.24 -7.87 1.40
H 0.05 -5.63 2.06
H 3.33 -5.16 -0.72
H 3.27 -7.44 -1.17
C -2.11 -5.96 -3.01
C -1.68 -5.03 -2.11
C -1.30 -3.79 -2.53
C -1.55 -3.42 -3.88
C -2.13 -4.38 -4.74
C -2.35 -5.69 -4.37
N -1.39 -2.04 -4.39
O -0.67 -1.31 -3.72
O -1.69 -1.71 -5.49
H -2.27 -6.98 -2.72
H -1.51 -5.37 -1.10
H -0.71 -3.17 -1.86
H -2.36 -4.18 -5.78
H -2.74 -6.42 -5.07
```

Properties
net charge: +1


No. 5
Below is one molecule with the formula C5H8O3, with properties calculated with wB97M-V/def2-TZVPD.

Geometry as XYZ:
```
16
Properties=species:S:1:pos:R:3
O -0.97 -0.40 1.87
C -1.26 -1.19 0.66
C -0.61 -0.56 -0.62
C 0.81 -0.90 -0.94
O 1.70 -0.18 0.03
C 1.34 1.19 -0.18
C 0.12 1.61 -0.39
O -0.94 0.79 -0.65
H 0.09 -0.35 1.99
H -2.44 -1.11 0.51
H -0.97 -2.37 0.61
H -1.19 -1.12 -1.29
H 0.87 -0.31 -1.98
H 1.00 -1.97 -0.83
H 2.07 1.94 0.04
H -0.16 2.68 -0.25
```

Properties
structure (SMILES): OC[C@@H]1COC=CO1


No. 6
Below is C27H50AlI2NO6P as an isolated structure, with properties calculated with wB97M-V/def2-TZVPD.

Geometry as XYZ:
```
88
Properties=species:S:1:pos:R:3
C 5.97 -1.06 1.80
C 4.67 -0.37 1.41
C 3.68 -1.35 0.79
C 2.38 -0.66 0.32
C 2.62 -0.25 -1.18
C 1.95 1.02 -1.68
C 2.71 2.29 -1.30
C 2.20 3.48 -2.10
N 2.57 4.78 -1.55
C 2.26 5.96 -2.15
C 2.74 6.97 -1.39
C 3.38 6.39 -0.27
C 3.26 5.04 -0.41
O 2.08 0.48 1.09
Al 0.32 0.70 1.24
I -0.54 0.88 3.70
C -0.49 2.34 0.44
C -1.50 2.18 -0.71
C -2.56 1.09 -0.50
P -4.01 1.58 0.45
O -4.47 0.57 1.42
O -5.12 2.00 -0.63
C -5.67 0.96 -1.45
C -7.15 0.79 -1.16
O -3.69 3.02 1.03
C -3.71 3.23 2.46
C -5.13 3.25 3.02
O 0.02 -0.82 0.32
C 1.12 -1.61 0.40
I 1.03 -2.54 2.49
C 1.10 -2.82 -0.57
C -0.11 -2.83 -1.51
C -0.59 -4.24 -1.88
C -1.81 -4.69 -1.07
C -1.49 -5.41 0.25
O -0.17 -5.94 0.21
C 0.19 -6.69 1.35
C 1.64 -6.39 1.72
H 5.76 -1.92 2.45
H 6.47 -1.46 0.92
H 6.65 -0.39 2.32
H 4.89 0.44 0.71
H 4.21 0.09 2.29
H 3.48 -2.14 1.50
H 4.17 -1.82 -0.08
H 3.69 -0.13 -1.31
H 2.32 -1.07 -1.83
H 1.90 0.97 -2.78
H 0.92 1.07 -1.33
H 2.58 2.46 -0.23
H 3.77 2.13 -1.50
H 2.56 3.43 -3.13
H 1.11 3.43 -2.13
H 1.72 6.01 -3.08
H 2.64 8.03 -1.60
H 3.86 6.90 0.55
H 3.61 4.25 0.23
H -0.95 2.94 1.23
H 0.35 2.95 0.07
H -0.98 1.98 -1.65
H -2.03 3.13 -0.87
H -2.17 0.20 -0.01
H -2.93 0.76 -1.48
H -5.51 1.28 -2.48
H -5.14 0.02 -1.29
H -7.47 -0.24 -1.32
H -7.75 1.44 -1.80
H -7.34 1.07 -0.13
H -3.10 2.46 2.94
H -3.21 4.18 2.60
H -5.37 2.31 3.50
H -5.85 3.38 2.21
H -5.24 4.06 3.74
H 1.12 -3.75 -0.01
H 2.02 -2.80 -1.15
H -0.91 -2.26 -1.05
H 0.16 -2.31 -2.44
H 0.22 -4.96 -1.76
H -0.86 -4.25 -2.94
H -2.40 -3.81 -0.83
H -2.44 -5.34 -1.68
H -1.58 -4.73 1.10
H -2.19 -6.24 0.40
H -0.47 -6.44 2.18
H 0.05 -7.75 1.14
H 2.17 -6.02 0.85
H 1.71 -5.62 2.48
H 2.14 -7.29 2.09
```

Properties
net charge: -1


HOMO-LUMO gap: 10.83; 8.56; 9.15; 3.39; 9.50; 7.84 (eV)
Molar mass: 60.08; 392.46; 499.73; 1959.03; 116.12; 796.46 (g/mol)